No. 1
138
Properties=species:S:1:pos:R:3:forces:R:3 method="wB97M-V/def2-TZVPD" homo_energy_ev=-9.9 energy_ha=-2545.6635 gap_ha=0.191 fmax_ev_per_a=9.295 total_charge=+1
C -8.3083 -25.2117 7.0759 -0.9 0.8 -0.3
C -7.6737 -24.1121 6.2215 -0.5 -0.2 0.1
C -7.8891 -22.7296 6.7834 -0.7 -0.1 0.8
N -7.4232 -21.5233 5.9645 -1.3 0.2 -0.2
C -8.2665 -20.3431 6.4310 0.5 -0.1 1.0
C -7.9175 -19.8753 7.8313 0.7 -0.2 0.2
C -6.4093 -19.6494 7.9813 0.3 -0.7 -0.1
C -5.6362 -20.9395 7.5336 -0.8 0.4 0.6
C -5.9769 -21.1410 6.0415 0.3 0.6 2.2
C -7.6776 -21.7840 4.5079 -0.4 -1.1 0.9
H -8.0132 -25.1301 8.1170 0.1 -0.2 0.2
H -8.0087 -26.1725 6.6668 0.0 -0.1 0.1
H -9.4148 -25.1237 7.0350 0.4 -0.2 0.1
H -8.1618 -24.1185 5.2426 0.4 -0.4 0.0
H -6.6209 -24.2964 6.1172 0.0 -0.1 -0.2
H -7.5296 -22.6571 7.8180 0.1 0.1 -0.6
H -8.9737 -22.5990 6.8760 0.0 0.3 -0.1
H -9.3260 -20.5790 6.4211 0.0 -0.2 -0.7
H -7.9893 -19.5074 5.8280 -0.2 0.4 -1.1
H -8.2130 -20.6011 8.5851 -0.3 0.0 0.1
H -8.4546 -18.9382 8.0228 0.0 -0.3 0.0
H -6.2474 -19.3580 9.0117 0.4 0.0 0.2
H -6.0912 -18.8232 7.3407 0.0 0.1 0.1
H -5.9858 -21.7991 8.1518 0.4 0.6 -0.5
H -4.5607 -20.9212 7.7148 -0.1 0.4 -0.3
H -5.3839 -21.9432 5.6125 0.0 0.2 -0.4
H -5.9283 -20.1285 5.5975 0.2 -0.8 -0.4
H -8.6572 -22.2628 4.4215 0.0 0.3 -0.1
H -6.9135 -22.5320 4.2703 -0.1 0.3 -0.7
H -7.6688 -20.8567 3.9587 0.3 0.2 -0.1
C -8.4726 -19.6283 0.6875 0.1 -0.8 -0.6
C -8.7980 -18.6891 -0.4663 0.6 -0.4 0.9
C -8.7839 -17.2330 0.0386 -1.4 -0.2 -1.8
C -7.5317 -16.4394 -0.1860 1.1 0.2 -0.8
C -6.9066 -16.7204 -1.6057 -0.4 0.5 1.6
C -6.4988 -18.1672 -1.7491 0.4 0.9 1.5
N -7.6786 -18.9683 -1.3932 0.0 -3.9 -4.6
O -7.6950 -20.0287 -2.1292 -0.8 2.9 2.9
C -5.4699 -18.6234 -0.7024 0.4 0.4 -0.3
C -6.0004 -18.4387 -3.1339 0.5 0.4 0.1
C -10.1354 -19.0985 -1.0526 -0.2 1.2 -0.9
H -9.2227 -19.6141 1.4634 -0.2 0.3 0.3
H -7.4615 -19.4763 1.0513 -0.1 0.1 0.4
H -8.5001 -20.6131 0.2341 0.0 -0.3 0.2
H -9.1870 -17.2939 1.0366 0.2 0.4 0.5
H -9.5578 -16.7462 -0.5677 -0.1 0.1 0.2
H -6.8026 -16.6438 0.5999 0.2 0.2 -0.1
H -7.7531 -15.3728 -0.1877 -0.1 0.0 0.4
H -6.0567 -16.0619 -1.7577 0.3 -0.1 0.1
H -7.6071 -16.4470 -2.3858 -0.4 -0.1 -0.2
H -5.1246 -19.6102 -0.9461 -0.3 -0.8 0.0
H -5.8732 -18.6084 0.3035 0.3 0.1 0.1
H -4.5497 -18.0589 -0.7850 0.0 0.6 0.2
H -6.7268 -18.0963 -3.8586 0.2 -0.3 -0.1
H -5.7659 -19.5034 -3.2103 0.2 0.4 -0.6
H -5.1391 -17.7827 -3.2416 0.5 -0.3 0.0
H -10.9000 -18.8805 -0.3243 -0.2 0.2 0.5
H -10.2491 -20.1512 -1.2963 0.4 0.0 -0.3
H -10.3482 -18.4272 -1.9136 0.0 -0.8 0.2
C -6.0046 -26.8656 -0.5021 0.2 -1.0 0.3
C -6.2866 -25.4141 -0.4239 1.0 1.7 0.3
C -6.9682 -24.9779 -1.6963 -1.4 1.2 -0.9
C -7.9154 -23.7371 -1.5688 0.7 -1.0 1.6
C -8.8059 -23.8277 -0.2832 -0.8 -0.4 -1.2
C -8.0764 -23.9980 1.0378 2.6 2.0 -1.8
N -7.0632 -25.0776 0.7719 0.0 -6.1 7.0
O -6.8639 -25.9096 1.8094 -1.0 5.0 -6.2
C -8.8476 -24.3827 2.2420 -0.9 0.1 -0.7
C -7.2297 -22.6513 1.2025 -0.8 -0.1 1.0
C -4.9551 -24.6672 -0.0934 -0.1 0.0 -1.4
H -5.5281 -27.0398 -1.4732 -0.2 -0.2 0.2
H -6.9667 -27.3616 -0.3747 0.4 -0.3 -0.5
H -5.3637 -27.1887 0.3034 0.4 -0.1 0.1
H -7.6043 -25.8212 -1.9890 0.2 0.2 -0.1
H -6.2557 -24.7782 -2.5175 0.0 -0.3 0.6
H -8.5768 -23.7141 -2.4014 -0.5 -0.1 -0.7
H -7.3635 -22.7978 -1.6151 0.1 0.0 0.2
H -9.5276 -24.6424 -0.3774 0.2 0.0 -0.2
H -9.3974 -22.9248 -0.2887 -0.2 0.6 0.5
H -9.7169 -23.7346 2.3086 -0.1 0.2 0.0
H -8.2772 -24.3713 3.1428 0.5 0.0 0.5
H -9.1697 -25.3729 1.9853 -0.6 -0.8 0.4
H -7.0583 -22.1090 0.2607 0.2 -0.6 0.4
H -6.3444 -22.8966 1.7771 0.4 0.2 -0.2
H -7.8141 -21.9589 1.8538 0.1 -0.7 -0.5
H -4.5921 -25.0372 0.8513 0.1 0.3 0.4
H -5.0727 -23.5734 -0.1577 0.2 -0.5 0.2
H -4.2780 -25.0189 -0.8841 0.0 0.4 0.2
C -14.2979 -27.4783 2.5668 -1.4 0.0 -0.6
C -13.0794 -27.1221 3.3580 1.8 0.8 0.5
C -13.3596 -27.0698 4.8824 0.6 -0.3 -0.2
C -12.1269 -27.1246 5.8096 -0.2 0.1 -0.1
C -11.4446 -28.4876 5.6832 -0.9 -0.5 -0.2
C -11.0267 -28.8358 4.2400 -0.1 -0.2 -1.2
N -12.1008 -28.2102 3.2001 0.1 -5.8 -5.1
O -12.2051 -28.9304 2.1190 0.7 4.3 5.5
C -11.0166 -30.3500 3.8479 0.4 0.6 1.4
C -9.6374 -28.1953 3.9946 -1.1 0.2 0.8
C -12.2402 -25.8755 2.8323 -0.5 -0.5 0.2
H -15.1255 -26.7647 2.6382 0.5 0.4 0.1
H -14.7604 -28.3759 2.9580 0.2 -0.4 0.3
H -14.1414 -27.6949 1.5143 0.3 0.4 0.0
H -13.9801 -27.9440 5.1260 0.0 0.2 0.0
H -13.9368 -26.1839 5.0778 -0.3 0.4 0.0
H -12.5341 -27.0403 6.8143 0.1 -0.1 0.2
H -11.4410 -26.2702 5.7332 -0.1 -0.2 -0.4
H -12.1631 -29.2076 6.1279 0.4 0.0 -0.6
H -10.5316 -28.5856 6.2569 0.1 0.2 0.3
H -10.7732 -30.5244 2.8263 0.4 0.2 -0.7
H -11.9950 -30.7851 4.0017 -0.2 -0.2 0.3
H -10.2432 -30.8673 4.4537 -0.6 0.4 -0.1
H -9.7003 -27.1855 4.3912 0.3 0.2 0.2
H -9.3531 -28.0926 2.9657 0.1 -0.5 -0.4
H -8.9763 -28.7948 4.6192 0.3 0.1 -0.2
H -11.2597 -25.7587 3.3084 -0.5 0.0 0.4
H -12.8818 -25.0123 2.9597 0.1 0.3 0.2
H -11.9808 -25.9836 1.7876 -0.3 -0.3 -0.3
C -9.5681 -21.2311 -3.9409 0.2 0.2 0.7
C -9.3691 -19.7181 -4.2046 -3.7 -1.1 -1.8
O -10.3017 -19.0411 -4.6984 1.3 -0.7 0.9
O -8.2190 -19.3075 -3.9824 1.4 0.7 1.0
H -8.9123 -21.8316 -4.5943 -0.3 0.3 0.2
H -10.6035 -21.5360 -4.0420 -0.1 0.1 -0.3
H -9.2726 -21.4179 -2.8903 -0.1 -0.1 -0.6
C -9.6010 -28.7609 -0.7831 -0.3 -0.4 0.8
C -9.4585 -27.5928 0.2255 0.5 0.0 -1.4
O -8.6934 -26.6587 -0.1157 -1.0 -0.2 0.1
O -10.1330 -27.6297 1.2753 -0.6 -0.1 0.1
H -9.5449 -29.7143 -0.2300 0.0 0.3 -0.2
H -8.8897 -28.8007 -1.6197 -0.2 0.4 0.4
H -10.6214 -28.6996 -1.1679 0.1 -0.1 -0.2
C -3.4897 -24.5192 3.9890 1.0 -0.6 0.3
C -4.9529 -24.2088 4.1459 1.9 1.0 1.6
O -5.2288 -23.7052 5.2772 0.4 0.0 -0.4
O -5.7085 -24.3090 3.1966 -1.4 -0.1 -1.3
H -3.0467 -24.6771 4.9773 -0.1 -0.1 -0.2
H -2.9609 -23.6481 3.5926 -0.2 0.0 -0.2
H -3.2621 -25.3839 3.3624 -0.2 0.1 -0.1


No. 2
143
Properties=species:S:1:pos:R:3:forces:R:3 method="wB97M-V/def2-TZVPD" homo_energy_ev=-1.6 energy_ha=-2730.0132 gap_ha=0.121 fmax_ev_per_a=3.625 e_above_lowest_kj_mol=302.4 total_charge=-1
C -2.7668 3.5573 -2.7018 1.2 -3.3 0.8
B -1.6179 2.3743 -3.0032 -2.0 2.8 0.8
O -1.9520 0.9318 -3.1576 0.5 1.0 -2.5
C -0.0558 2.9579 -3.1523 0.3 0.3 0.9
C 0.9985 2.2258 -2.1174 0.9 -0.1 -1.8
H -2.5032 3.9923 -1.6475 -0.5 -0.2 -1.8
H -3.8472 3.1062 -2.7361 1.5 0.7 0.5
H -1.9370 0.6933 -4.1436 0.2 0.4 2.2
H -0.0152 4.1193 -2.8883 -0.4 -2.4 -0.8
H 0.2289 2.8403 -4.2911 0.0 0.1 2.1
H 1.1089 2.7686 -1.0863 -0.6 -1.1 -1.9
H 2.0678 2.3057 -2.6417 -2.0 -0.4 1.3
H 0.7490 1.0815 -2.0404 0.5 2.6 0.2
C 3.8072 -1.8091 -3.0910 0.1 0.4 -0.3
C 2.8277 -1.5105 -1.9877 -0.7 1.6 0.2
O 2.3411 -0.3891 -1.8521 1.0 -1.8 -0.1
C 2.4667 -2.6369 -1.0566 -0.3 0.2 0.3
H 3.9734 -0.9033 -3.6837 -0.1 -0.2 0.1
H 4.7616 -2.1279 -2.6643 -0.2 -0.2 -0.1
H 3.4042 -2.5863 -3.7453 0.1 -0.1 0.1
H 3.3613 -2.9926 -0.5394 0.0 -0.1 -0.1
H 2.0040 -3.4509 -1.6203 0.1 -0.1 0.0
H 1.7508 -2.2757 -0.3107 0.2 -0.1 -0.2
C 8.3183 -2.3437 -0.5552 -0.4 -0.3 -0.5
C 6.8413 -2.2392 -0.2844 -0.8 -0.4 -0.7
O 6.0145 -2.7162 -1.0601 1.0 0.4 1.0
C 6.4148 -1.5285 0.9722 -0.6 0.0 -0.1
H 8.4776 -2.8813 -1.4960 -0.1 0.2 0.4
H 8.7510 -1.3442 -0.6460 0.1 -0.1 0.2
H 8.8056 -2.8976 0.2511 0.1 0.2 0.0
H 6.7628 -0.4927 0.9495 0.2 -0.1 0.1
H 6.8173 -2.0461 1.8466 0.1 0.2 0.0
H 5.3216 -1.5298 1.0365 0.2 0.0 0.0
C 1.1846 -3.8378 3.3015 0.1 0.5 -0.1
C 2.5941 -3.9219 2.7798 0.4 1.4 -0.7
O 3.1355 -2.9559 2.2445 -0.5 -1.2 0.7
C 3.3156 -5.2335 2.9382 0.5 0.1 -0.2
H 0.7893 -2.8330 3.1187 0.1 -0.2 0.0
H 0.5524 -4.5623 2.7820 0.0 -0.1 0.2
H 1.1750 -4.0271 4.3779 -0.1 -0.2 -0.2
H 2.7782 -6.0201 2.4026 0.0 0.0 0.2
H 3.4009 -5.4849 3.9984 -0.2 -0.1 -0.1
H 4.3225 -5.1470 2.5163 -0.2 0.0 0.1
C 3.9177 -7.5222 -1.9008 -0.1 -0.2 0.4
C 2.6161 -6.8119 -2.1601 -1.3 -0.1 1.0
O 1.6533 -6.9480 -1.4069 1.3 0.1 -0.9
C 2.5378 -5.9289 -3.3768 -0.5 0.1 0.1
H 3.8279 -8.1232 -0.9897 0.0 0.1 -0.2
H 4.1513 -8.1866 -2.7365 0.1 0.2 0.0
H 4.7181 -6.7913 -1.7603 0.0 -0.1 -0.2
H 2.7101 -6.5224 -4.2782 0.2 0.1 0.0
H 3.2767 -5.1271 -3.3020 0.1 -0.1 -0.1
H 1.5400 -5.4816 -3.4368 0.2 -0.1 0.0
C -2.4456 -5.7063 5.3840 0.0 0.5 -0.1
C -0.9925 -5.7262 5.7765 0.6 1.4 0.1
O -0.3477 -4.6850 5.8909 -0.8 -1.4 0.0
C -0.3588 -7.0690 6.0235 0.5 0.1 0.1
H -2.7680 -4.6699 5.2382 0.1 -0.2 0.0
H -2.5847 -6.2511 4.4468 -0.1 -0.1 0.1
H -3.0508 -6.1527 6.1771 0.0 -0.2 -0.1
H -0.4050 -7.6745 5.1148 -0.2 -0.1 0.1
H -0.8709 -7.5761 6.8451 -0.1 -0.1 -0.2
H 0.6920 -6.9293 6.2986 -0.2 0.0 -0.1
C -6.4104 5.3348 -1.9765 -0.6 0.4 0.1
C -6.7212 6.1171 -3.2245 -0.6 0.4 0.1
O -7.6799 6.8860 -3.2739 0.8 -0.5 0.0
C -5.8138 5.9222 -4.4096 -0.3 0.4 -0.3
H -7.1482 5.5759 -1.2040 0.2 0.0 -0.3
H -6.4617 4.2636 -2.1871 0.4 0.1 0.0
H -5.4172 5.6030 -1.6076 0.0 -0.4 -0.1
H -5.8385 4.8771 -4.7285 0.3 0.0 0.2
H -4.7940 6.2166 -4.1491 0.0 -0.4 0.0
H -6.1591 6.5498 -5.2380 0.0 -0.1 0.1
C 11.3314 -1.3695 -3.8011 -0.2 0.2 0.4
C 10.9834 -2.8053 -3.5127 -0.8 -0.4 1.4
O 10.3965 -3.1251 -2.4802 1.1 0.3 -1.5
C 11.3814 -3.8348 -4.5363 -0.2 -0.4 0.2
H 10.9834 -0.7390 -2.9761 0.1 -0.2 -0.2
H 12.4152 -1.2608 -3.8914 -0.1 0.0 -0.2
H 10.8384 -1.0453 -4.7211 0.2 0.0 0.0
H 12.4673 -3.8359 -4.6593 -0.1 0.1 -0.2
H 10.8906 -3.6205 -5.4890 0.2 0.1 0.0
H 11.0662 -4.8265 -4.1949 0.1 0.2 -0.1
C -8.8473 3.7249 1.9015 0.1 0.3 -0.3
C -7.4378 3.6408 1.3798 0.7 1.4 -0.6
O -6.8964 4.6068 0.8445 -0.7 -1.3 0.9
C -6.7163 2.3292 1.5382 0.5 0.2 -0.3
H -9.2426 4.7297 1.7186 0.1 -0.2 0.0
H -9.4795 3.0004 1.3819 0.1 0.0 0.3
H -8.8569 3.5356 2.9778 -0.1 -0.2 -0.1
H -7.2537 1.5426 1.0025 0.0 0.0 0.2
H -6.6310 2.0778 2.5984 -0.2 -0.1 -0.1
H -5.7094 2.4157 1.1163 -0.2 0.0 0.1
C -10.3749 6.0892 -7.4458 -0.2 -0.4 -0.3
C -10.8356 5.7816 -6.0461 -1.0 -0.9 0.6
O -11.6445 4.8822 -5.8233 0.9 1.0 -0.4
C -10.2686 6.6170 -4.9297 -0.3 -0.4 0.1
H -10.8668 5.4075 -8.1477 0.1 0.1 0.2
H -10.6438 7.1154 -7.7083 0.2 0.0 0.0
H -9.2937 5.9480 -7.5204 0.0 0.2 0.0
H -10.5327 7.6668 -5.0802 0.3 0.0 -0.1
H -9.1827 6.4994 -4.8922 -0.1 0.3 0.0
H -10.6905 6.2827 -3.9760 0.1 0.1 -0.2
C -13.3730 3.3831 3.4184 0.3 -0.3 0.2
C -12.7187 3.6210 2.0838 1.5 -0.7 -0.5
O -11.6644 3.0645 1.7813 -1.7 0.7 0.5
C -13.4042 4.5661 1.1337 0.4 0.0 -0.4
H -12.7672 2.6795 3.9993 -0.1 0.2 -0.2
H -13.4428 4.3235 3.9709 -0.2 0.0 -0.1
H -14.3669 2.9521 3.2734 0.0 0.2 0.1
H -13.4754 5.5592 1.5844 -0.2 -0.1 0.0
H -14.3994 4.1879 0.8868 0.0 0.2 0.1
H -12.8188 4.6410 0.2111 -0.1 0.0 0.2
C 8.8038 3.1588 3.1351 0.4 0.0 -0.2
C 7.9507 2.8321 1.9387 0.6 -0.5 -1.3
O 8.4533 2.4732 0.8750 -0.5 0.4 1.2
C 6.4591 2.9615 2.0940 -0.1 -0.1 -0.5
H 9.8591 3.0210 2.8768 -0.2 0.0 0.0
H 8.6486 4.2000 3.4288 -0.1 -0.1 0.2
H 8.5558 2.4889 3.9623 -0.1 0.2 0.1
H 6.1995 3.9939 2.3414 0.0 -0.1 0.2
H 6.1065 2.2828 2.8748 0.0 0.2 0.1
H 5.9715 2.6938 1.1506 0.1 0.1 0.2
C 9.6516 7.6092 2.8802 -0.3 -0.4 -0.2
C 9.1909 7.3017 4.2798 -1.1 -1.2 0.3
O 8.3820 6.4023 4.5027 1.1 1.1 -0.3
C 9.7579 8.1371 5.3963 -0.3 -0.2 0.4
H 9.1597 6.9275 2.1782 0.1 0.2 0.2
H 9.3827 8.6355 2.6176 0.2 0.0 0.0
H 10.7328 7.4681 2.8055 0.0 0.2 0.0
H 9.4938 9.1869 5.2458 0.2 0.0 0.0
H 10.8438 8.0194 5.4337 0.0 0.2 -0.1
H 9.3360 7.8027 6.3500 0.1 0.1 -0.2
C -5.5483 -8.4320 1.8142 0.0 0.5 -0.1
C -4.0952 -8.4519 2.2068 0.9 1.5 0.1
O -3.4504 -7.4107 2.3211 -0.8 -1.4 -0.1
C -3.4615 -9.7947 2.4538 0.5 0.1 0.1
H -5.8707 -7.3956 1.6685 0.1 -0.2 0.0
H -5.6874 -8.9767 0.8770 -0.1 -0.1 0.2
H -6.1535 -8.8784 2.6073 0.0 -0.2 -0.2
H -3.5077 -10.4001 1.5451 -0.1 -0.1 0.1
H -3.9736 -10.3018 3.2754 -0.1 -0.1 -0.2
H -2.4107 -9.6549 2.7288 -0.2 0.0 -0.1